2 unconnected molecules or ions with the total composition C6H11BrO3S, computed with ωB97M-V/def2-TZVPD.

Cartesian coordinates (Å):
1 C 1.138 1.293 -0.157
2 C 1.604 1.956 -1.415
3 C -2.426 -1.974 -0.151
4 C 1.799 0.126 2.020
5 C -1.432 -0.956 0.285
6 C 1.999 0.439 0.595
7 O 0.011 1.512 0.252
8 O 0.333 -1.269 -1.541
9 O 0.569 -2.670 0.470
10 S 0.364 -1.350 -0.128
11 Br 3.636 -0.280 -0.178
12 H 1.267 3.010 -1.342
13 H 2.660 1.981 -1.664
14 H 1.187 1.626 -2.270
15 H -2.431 -1.963 -1.256
16 H -2.289 -2.871 0.335
17 H -3.454 -1.729 0.245
18 H 2.607 0.736 2.538
19 H 2.045 -0.902 2.135
20 H 0.726 0.265 2.380
21 H -1.596 -0.813 1.344
22 H -1.590 0.094 -0.204

Calculated values
frontier orbital gap (alpha / beta): 7.174 / 7.410 eV
HOMO level (alpha / beta): -9.00 / -9.11 eV
total energy: -93417.092 eV
max |F|: 3.76 eV/Å
molecular weight: 243.1 g mol⁻¹
energy relative to the best compared isomer or geometry (same formula, charge and spin): 187.0 kJ/mol

2 unconnected molecules or ions with the total composition C3H8N2, computed with ωB97M-V/def2-TZVPD.

Cartesian coordinates (Å):
1 C -2.101 -1.563 -0.414
2 N -1.530 -1.401 -1.540
3 H -3.142 -1.873 -0.481
4 H -1.571 -1.721 0.527
5 H -0.538 -1.221 -1.358
6 C 1.563 1.543 -0.352
7 C 0.618 0.653 1.609
8 N 1.547 0.598 0.757
9 H 2.364 2.224 -0.086
10 H 0.555 1.977 -0.467
11 H 1.679 1.037 -1.314
12 H -0.317 1.201 1.450
13 H 0.856 0.129 2.531

Calculated values
frontier orbital gap: 10.724 eV
HOMO level: -9.68 eV
total energy: -6218.695 eV
max |F|: 1.98 eV/Å
molecular weight: 72.1 g mol⁻¹
energy relative to the best compared isomer or geometry (same formula, charge and spin): 304.1 kJ/mol